Entry 1:
Density functional theory data (wB97M-V/def2-TZVPD) for C5H7F as an isolated structure.

CARTESIAN COORDINATES (ANGSTROEM)
C 0.129 -2.027 1.506
C 0.207 -0.948 0.961
C 1.287 0.261 -1.022
C -1.458 0.847 -0.158
C 0.330 0.319 0.297
F -2.375 0.584 0.835
H 0.120 -3.003 1.858
H 1.055 -0.574 -1.791
H 1.426 1.195 -1.624
H 2.194 0.033 -0.582
H -1.613 1.880 -0.276
H -1.874 0.313 -0.940
H 0.570 1.118 0.938

Charge = 0
Kohn-Sham gap = 10.606 eV
ΔE to the lowest compared entry with this formula, charge and spin = 71.8 kcal/mol
M = 86.109 g mol⁻¹

***

Entry 2:
Density functional theory data (wB97M-V/def2-TZVPD) for the molecule C21H22N4O3S2.

CARTESIAN COORDINATES (ANGSTROEM)
C -1.931 -2.526 2.506
C -2.688 -1.886 1.636
C -2.871 -2.320 0.208
N -2.255 -1.372 -0.693
C -2.831 -0.270 -1.261
S -4.501 0.164 -0.993
C -4.246 1.877 -0.389
C -3.318 1.773 0.807
O -3.750 1.427 1.887
C -1.879 1.982 0.567
C -0.977 1.310 1.401
C 0.378 1.410 1.204
C 0.882 2.212 0.175
O 2.231 2.257 0.060
C 2.798 3.071 -0.941
C -0.007 2.910 -0.639
C -1.368 2.787 -0.448
N -1.960 0.393 -1.969
N -0.789 -0.251 -1.870
C -0.960 -1.300 -1.110
C 0.105 -2.291 -0.776
C 0.128 -3.418 -1.815
N 1.387 -1.629 -0.729
C 2.038 -1.434 0.445
O 1.639 -1.886 1.504
C 3.294 -0.682 0.347
C 4.057 -0.264 1.403
C 5.215 0.430 1.006
C 5.324 0.528 -0.346
S 4.013 -0.220 -1.160
H -1.817 -2.178 3.517
H -1.395 -3.426 2.252
H -3.217 -0.984 1.912
H -3.937 -2.360 -0.038
H -2.425 -3.303 0.041
H -3.864 2.464 -1.217
H -5.237 2.209 -0.082
H -1.364 0.690 2.195
H 1.071 0.873 1.832
H 2.514 4.120 -0.811
H 2.509 2.733 -1.941
H 3.876 2.974 -0.823
H 0.349 3.543 -1.435
H -2.024 3.351 -1.092
H -0.064 -2.692 0.229
H 0.914 -4.127 -1.570
H -0.825 -3.941 -1.835
H 0.318 -3.003 -2.802
H 1.641 -1.098 -1.547
H 3.781 -0.459 2.423
H 5.935 0.838 1.693
H 6.102 0.992 -0.920

Charge = 0
Kohn-Sham gap = 8.716 eV
ΔE to the lowest compared entry with this formula, charge and spin = 28.2 kcal/mol
SMILES = C=CCn1c(SCC(=O)c2ccc(OC)cc2)nnc1[C@@H](C)NC(=O)c1cccs1
M = 442.566 g mol⁻¹